Entry 1:
An isolated ion of composition C17H20N5O2 and charge +1. Source: the Open Molecules 2025 dataset; level of theory: ωB97M-V/def2-TZVPD.

relative energy (zero: lowest compared OMol25 entry of this formula, charge and spin)	4.3	kcal per mole
highest occupied orbital energy	-11.08	eV
energy	-1083.86074	hartree
SMILES string	COc1ccc(/C=N/C(=[NH2+])/N=C(\N)Nc2ccccc2)cc1OC
lowest unoccupied orbital energy	-3.622	eV

Geometry as ORCA input:
```
! RIJCOSX wB97M-V def2-TZVPD def2/J DEFGRID3
* xyz 1 1
C 4.08 5.50 1.96
H 4.42 5.57 0.92
H 4.74 6.09 2.60
H 3.06 5.89 2.03
O 4.17 4.18 2.45
C 3.51 3.15 1.94
C 3.77 1.93 2.58
C 3.18 0.76 2.17
C 2.28 0.76 1.09
C 2.01 1.98 0.45
C 2.61 3.17 0.83
O 2.38 4.36 0.23
C 1.51 4.41 -0.89
H 1.52 5.45 -1.20
H 1.87 3.78 -1.70
H 0.50 4.12 -0.61
H 1.33 1.97 -0.39
C 1.68 -0.45 0.67
N 0.76 -0.51 -0.23
C 0.25 -1.60 -0.83
N -1.04 -1.83 -0.99
C -2.03 -1.01 -0.68
N -1.83 0.28 -0.35
H -2.59 0.92 -0.20
H -0.88 0.60 -0.28
N -3.29 -1.44 -0.74
C -3.82 -2.71 -1.07
C -5.18 -2.78 -1.35
C -5.77 -3.99 -1.67
C -5.00 -5.14 -1.70
C -3.65 -5.08 -1.41
C -3.05 -3.87 -1.09
H -2.00 -3.82 -0.85
H -3.06 -5.98 -1.42
H -5.46 -6.09 -1.94
H -6.82 -4.02 -1.89
H -5.78 -1.88 -1.33
H -4.01 -0.74 -0.60
N 1.08 -2.49 -1.39
H 2.07 -2.37 -1.35
H 0.69 -3.21 -1.97
H 2.01 -1.36 1.18
H 3.40 -0.16 2.69
H 4.46 1.95 3.40
*
```

Want to see where the charge sits? The Löwdin charges in e are:
1 C -0.039
2 H 0.101
3 H 0.103
4 H 0.101
5 O -0.025
6 C -0.172
7 C 0.026
8 C -0.016
9 C -0.213
10 C 0.049
11 C -0.175
12 O -0.100
13 C -0.060
14 H 0.103
15 H 0.102
16 H 0.098
17 H 0.103
18 C -0.047
19 N 0.106
20 C -0.415
21 N 0.157
22 C -0.376
23 N 0.201
24 H 0.121
25 H 0.081
26 N 0.145
27 C -0.222
28 C -0.028
29 C -0.071
30 C -0.078
31 C -0.069
32 C -0.028
33 H 0.086
34 H 0.108
35 H 0.108
36 H 0.110
37 H 0.112
38 H 0.155
39 N 0.216
40 H 0.122
41 H 0.126
42 H 0.145
43 H 0.120
44 H 0.131

***

Entry 2:
A 2-piece molecular cluster, CH6OS2 overall at a distorted geometry. Source: the Open Molecules 2025 dataset; level of theory: ωB97M-V/def2-TZVPD.

relative energy (zero: lowest compared OMol25 entry of this formula, charge and spin)	19.4	kcal per mole
highest occupied orbital energy	-8.27	eV
energy	-913.27159	hartree
SMILES string	CO.SS
lowest unoccupied orbital energy	0.418	eV

Geometry as ORCA input:
```
! RIJCOSX wB97M-V def2-TZVPD def2/J DEFGRID3
* xyz 0 1
S 3.34 0.29 -1.71
S 2.30 0.23 0.12
H 4.50 -0.12 -1.15
H 1.13 0.65 -0.37
C -2.07 0.11 0.67
O -1.15 -0.59 -0.19
H -2.15 1.10 0.24
H -1.66 0.20 1.68
H -3.05 -0.36 0.65
H -1.21 -1.51 0.07
*
```

Want to see where the charge sits? The Löwdin charges in e are:
1 S 0.216
2 S 0.219
3 H -0.212
4 H -0.224
5 C -0.137
6 O -0.153
7 H 0.076
8 H 0.075
9 H 0.075
10 H 0.065

***

Results for Kohn-Sham gap: 7.454; 8.689 (in eV, following the order of the records).